Molecular formula: C35H31CdF5N3OSTe
Method: DFT, ωB97M-V with the def2-TZVPD basis set

Positions of all 78 atoms, in Å:
Te  -1.682423  0.567629  1.313309
Cd  1.040205  -0.722108  -1.577525
S  -2.170486  -0.399733  -2.649245
F  3.054861  1.254022  -0.452729
F  3.527357  -0.815627  0.113646
F  5.361904  0.290069  -1.482464
F  4.303212  -1.318920  -2.469358
F  3.884899  0.746176  -2.994778
O  0.741262  -3.075053  -0.927439
N  0.589478  1.094586  -3.707709
N  -1.431331  -2.272636  -0.946597
N  1.438808  -1.500850  -3.907281
C  1.770941  -0.646768  -4.910374
C  -1.083619  -1.184129  -1.642160
C  0.914773  -1.355562  2.267207
C  -2.404834  -4.873650  2.185264
C  4.161297  -0.076423  -1.968906
C  2.945735  -0.118203  -6.989733
C  2.856036  -2.437939  -6.099175
C  -3.241953  3.159753  4.498884
C  -0.135507  -5.665391  2.213648
C  2.528435  -1.065203  -6.024158
C  0.249240  1.088147  2.013605
C  -0.811797  -4.006954  0.600701
C  -1.423169  -5.689897  2.733404
C  2.464913  -3.288238  -5.108389
C  1.361717  0.720950  -4.793648
C  -2.102265  -4.036353  1.121786
C  -2.673012  2.103037  2.406389
C  1.814936  2.847094  2.551388
C  0.572815  2.441675  2.093925
C  0.168002  -4.826679  1.151294
C  -3.449320  3.055059  1.730030
C  -4.100079  4.044026  2.466280
C  1.767523  -2.765051  -4.000972
C  -4.004203  4.118787  3.845880
C  2.605301  1.193217  -6.825316
C  -4.707576  5.209157  4.609908
C  -0.445449  -3.061940  -0.506840
C  -2.582696  2.148063  3.808911
C  2.755947  1.892646  2.912757
C  3.042790  -0.041435  -0.929928
C  -1.798405  1.136731  4.599967
C  2.441235  0.549258  2.814666
C  1.190599  0.118221  2.370414
C  -3.643724  3.080236  0.232606
C  1.809720  1.611733  -5.741490
H  -3.395930  4.068189  -0.162005
H  2.703786  -4.342482  -5.140374
H  -0.724854  1.249097  4.438521
H  -4.689273  2.883853  -0.014516
H  2.930006  1.930548  -7.549232
H  -2.847047  -3.389963  0.677520
H  1.490824  -3.391419  -3.158786
H  -1.998237  1.248754  5.666201
H  -3.034412  2.347414  -0.290242
H  -0.117649  -1.593839  2.531415
H  1.084748  -1.717317  1.249776
H  -5.774232  5.227995  4.378353
H  -4.698253  4.778113  1.933268
H  -3.162872  3.192004  5.581070
H  0.382142  2.081386  -3.681006
H  -0.276966  0.556101  -3.543847
H  3.182386  -0.197355  3.075659
H  3.738304  2.194237  3.254847
H  2.051059  3.902614  2.609700
H  3.426258  -2.795571  -6.949121
H  -0.159711  3.184369  1.800274
H  -1.660911  -6.342517  3.565111
H  -4.301259  6.190552  4.355670
H  0.633570  -6.297689  2.640913
H  1.581164  -1.921954  2.918502
H  1.166643  -4.780521  0.736876
H  -2.057549  0.120929  4.295431
H  1.526555  2.654661  -5.658923
H  -4.597350  5.069390  5.685337
H  3.536527  -0.445977  -7.836181
H  -3.409560  -4.889134  2.590132

Forces on atoms 1 to 3 (eV/Å):
Te -0.02 -0.04 0.06
Cd 0.01 0.13 -0.09
S 0.00 0.01 -0.01

The total charge is -1. The calculation puts the orbital gap at 6.376 eV. The calculation puts the energy relative to the best compared isomer or geometry (same formula, charge and spin) at 0.0 kJ/mol. The total energy is -2925.2230 Eh. As for the spin multiplicity: 1. As for the LUMO energy: 2.39 eV.


Molecular formula: C35H31N4O5PdS
Method: DFT, ωB97M-V with the def2-TZVPD basis set

Positions of all 77 atoms, in Å:
Pd  -0.001397  -1.461399  0.107449
S  0.253184  -2.853718  -1.801505
O  -1.896185  0.231838  -0.053138
O  0.166575  -3.020617  1.951570
O  -2.270147  2.401955  -1.908559
O  1.948333  -0.899660  -0.407735
O  0.947732  0.838556  0.405489
N  1.554810  3.253236  -0.424876
N  2.381259  -3.690642  -0.419110
N  -1.968770  -3.415184  1.121060
N  -1.815785  -2.449459  0.312190
C  -2.815242  1.181432  -2.037214
C  -3.606581  0.928273  -3.116618
C  0.723408  4.946204  -1.953304
C  1.867445  0.383916  -0.309378
C  -2.344745  -5.392783  3.053377
C  1.214161  -4.060813  -0.994570
C  -0.800678  7.181241  1.379289
C  3.175341  -4.529281  0.259785
C  -0.348872  -4.648881  4.204885
C  0.473174  5.216596  0.451149
C  2.847787  -5.858569  0.362550
C  -2.587843  -6.295013  4.074992
C  4.440399  2.823005  -2.649378
C  2.749394  1.263434  -1.086549
C  0.728917  4.738488  1.850179
C  0.950638  4.493332  -0.652152
C  0.029710  6.120855  -2.158596
C  -1.716625  2.911740  -0.684522
C  -2.541367  0.077176  -1.091728
C  0.858034  -5.407874  -0.918665
C  -0.606940  -5.542839  5.225723
C  -4.203357  -0.341920  -3.333650
C  3.428349  3.423906  -1.940712
C  -2.834991  -2.344609  -0.608047
C  4.631214  1.439199  -2.606484
C  3.784957  0.684258  -1.826154
C  -1.218766  -4.570911  3.115059
C  -1.723562  -6.366434  5.157982
C  -3.121929  -1.263171  -1.404702
C  1.671243  -6.296338  -0.247738
C  -0.904518  -3.612141  2.052777
C  -0.257279  6.388608  0.226403
C  -0.465578  6.833083  -1.074905
C  -4.004695  -1.398342  -2.509962
C  2.549690  2.664852  -1.143930
H  -1.473630  7.959829  1.026484
H  0.003048  7.664126  1.939484
H  -4.456348  -2.355290  -2.725691
H  4.058674  -4.093503  0.702355
H  5.100781  3.440494  -3.241700
H  -3.789315  1.735402  -3.811559
H  1.066760  4.360765  -2.794002
H  1.387100  -7.336681  -0.185812
H  -2.426556  2.779608  0.132697
H  -1.923222  -7.065041  5.958801
H  3.313650  4.498046  -1.969045
H  -3.454997  -6.938145  4.031175
H  -0.777447  2.411240  -0.455291
H  -1.022886  7.744610  -1.238674
H  -0.143954  6.471941  -3.165701
H  -3.437637  -3.240412  -0.698105
H  0.514189  -3.999121  4.238436
H  1.104402  2.629545  0.239351
H  0.923976  5.576664  2.516898
H  3.902259  -0.389552  -1.776876
H  -1.555452  3.969037  -0.887093
H  1.588843  4.073406  1.891978
H  3.491444  -6.533359  0.902783
H  -3.016787  -5.321936  2.212630
H  -0.063161  -5.725871  -1.382043
H  0.056032  -5.598231  6.077816
H  -0.130254  4.200133  2.257534
H  -1.347348  6.550567  2.080686
H  2.591399  -2.679022  -0.447861
H  5.424857  0.974576  -3.170982
H  -4.828318  -0.468409  -4.206699

Forces on atoms 1 to 3 (eV/Å):
Pd 0.99 -0.68 -1.43
S -0.24 0.07 0.46
O -0.59 0.09 -0.82

The total charge is +1. The calculation puts the orbital gap at 3.896 eV. The calculation puts the energy relative to the best compared isomer or geometry (same formula, charge and spin) at 28.6 kJ/mol. The total energy is -2473.3626 Eh. As for the spin multiplicity: 1. As for the LUMO energy: -5.41 eV.


Molecular formula: C35H32BCrN5PS2Se2
Method: DFT, ωB97M-V with the def2-TZVPD basis set

Positions of all 79 atoms, in Å:
Se  1.664253  -0.559617  1.497513
Se  -0.538833  -1.699207  -0.691660
Cr  0.145603  0.793972  -0.263597
S  2.076850  0.890086  -2.048834
S  -1.506778  1.614173  -2.128524
P  0.856412  -2.453553  0.751142
N  -0.445140  4.095552  -2.846015
N  -2.531666  4.088425  -2.035350
N  0.947780  2.270023  -4.088338
N  -1.279117  1.090472  1.334624
N  1.330019  0.083075  -4.520537
C  2.711694  3.970516  1.498854
C  1.468745  1.140261  -3.564796
C  -3.800275  -1.038901  3.125596
C  -0.861270  5.395732  -2.753960
C  -2.774071  -0.100492  2.915662
C  2.084224  3.214364  0.454339
C  -0.588323  1.633297  2.416900
C  -1.784377  -3.874846  3.558872
C  -1.974423  0.436498  3.978547
C  1.835514  -1.242239  -4.344381
C  -1.203845  -3.225883  2.436722
C  2.353607  3.874426  2.795259
C  0.394466  1.901079  -5.318289
C  0.123676  -3.433896  2.068274
C  0.981456  2.482226  0.772812
C  0.252776  -5.143258  3.759160
C  0.887387  -4.365430  2.819305
C  -4.203897  -1.138287  0.765344
C  -1.079381  -4.881334  4.142600
C  1.205871  3.143168  3.164111
C  -0.960911  1.344253  3.787981
C  -3.138152  -0.309332  0.497517
C  2.270993  -3.429110  0.207789
C  -3.750411  3.568775  -1.422201
C  -2.137949  5.428145  -2.244453
C  -4.557510  -1.498069  2.051892
C  4.474699  -3.343183  -0.775688
C  3.455686  -2.753488  -0.064322
C  -1.431264  3.279652  -2.317484
C  -2.381295  0.233738  1.568740
C  2.185217  -4.807757  -0.048569
C  4.405666  -4.718064  -1.040843
C  0.541725  2.496243  2.138738
C  3.266169  -5.434567  -0.656956
C  0.716883  0.621359  -5.639261
B  0.966627  3.586361  -3.298879
H  -0.458790  1.798727  4.637589
H  -4.110049  -1.372261  4.126073
H  3.441171  -1.687128  0.173537
H  -2.776496  6.278875  -2.076423
H  -3.464450  2.579371  -1.061359
H  1.653401  4.363888  -3.892536
H  -2.842317  -0.021660  -0.510204
H  0.765183  -5.983675  4.262499
H  1.636227  3.462056  -2.323921
H  2.935043  -1.334337  -4.530581
H  2.452176  3.234910  -0.530776
H  0.872119  3.186996  4.198859
H  1.538624  -1.638495  -3.355590
H  -1.878678  -2.641494  1.787254
H  -2.836333  -3.680034  3.788572
H  -0.144847  6.181428  -3.057415
H  -4.721515  -1.623606  -0.094344
H  5.310520  -2.755488  -1.131254
H  -1.514064  -5.623094  4.815908
H  1.287385  -1.800607  -5.196242
H  0.395750  -0.021891  -6.439196
H  5.157940  -5.286834  -1.602671
H  3.339407  -6.510936  -0.641051
H  2.896313  4.513991  3.526734
H  -4.520141  3.555693  -2.161082
H  -5.254685  -2.327107  2.222859
H  -0.254595  2.646105  -5.823224
H  1.975179  -4.424537  2.643493
H  -2.307619  0.176979  4.948736
H  -4.049889  4.200578  -0.578726
H  3.471069  4.725532  1.173004
H  1.331845  -5.397306  0.306124

Forces on atoms 1 to 3 (eV/Å):
Se -0.36 0.40 -0.03
Se -0.33 -0.71 -0.86
Cr 0.59 1.03 0.09

The total charge is 0. The calculation puts the orbital gap (alpha / beta) at 6.813 / 6.853 eV. The calculation puts the energy relative to the best compared isomer or geometry (same formula, charge and spin) at 0.0 kJ/mol. The total energy is -8636.7442 Eh. As for the spin multiplicity: 4. The expectation value of S² is 3.880. As for the LUMO energy (alpha / beta): -0.54 / -0.53 eV.